(1)
Computed, not measured: a structure of composition C21H33BCl5I2IrO2Sb, with ωB97M-V/def2-TZVPD.

Each line ends with the Mulliken charge.
Atoms and positions in Å:
1 Ir 1.27 -3.18 -0.59  0.50
2 I 1.35 -5.14 1.02  -0.30
3 I 0.93 -2.67 -3.07  -0.34
4 Sb 1.16 1.15 0.06  -0.55
5 Cl 1.81 -0.19 4.23  -0.06
6 Cl 4.77 0.26 3.52  -0.09
7 Cl -0.02 -1.73 2.31  -0.06
8 Cl 5.92 -0.72 0.82  -0.08
9 Cl 4.09 -2.14 -1.21  -0.10
10 O -1.28 -1.53 -0.48  1.55
11 O -1.62 -3.79 -0.31  -0.39
12 C 3.97 2.32 -0.07  -1.29
13 C -2.72 -1.75 -0.71  1.37
14 C 2.04 -1.85 0.53  -0.54
15 C 3.74 -0.49 2.40  0.22
16 C -0.72 1.78 0.93  2.28
17 C -3.94 -4.03 -0.93  -1.82
18 C 2.73 2.43 0.81  0.81
19 C 3.42 -1.55 0.26  0.53
20 C -2.95 -1.65 -2.20  -1.84
21 C 1.54 -1.29 1.76  0.86
22 C -0.29 0.88 -2.62  -0.96
23 C 2.40 -0.68 2.70  -0.20
24 C -3.49 -0.67 0.02  -2.05
25 C 1.03 1.44 -2.09  0.47
26 C -3.27 -3.23 1.33  -1.62
27 C -2.94 -3.19 -0.15  1.61
28 C 1.20 2.92 -2.45  -1.32
29 C -1.26 3.05 0.27  -1.48
30 C -0.62 1.92 2.44  -1.25
31 C 2.28 3.88 0.98  -1.29
32 C 4.25 -0.93 1.16  -0.36
33 B -0.71 -2.79 -0.40  -0.43
34 H -2.57 -2.63 1.92  0.13
35 H 0.40 3.53 -2.04  0.23
36 H 1.86 0.86 -2.48  0.55
37 H 3.82 2.81 -1.03  0.30
38 H -0.44 -0.16 -2.34  -0.22
39 H -3.30 0.30 -0.44  0.45
40 H -1.14 1.46 -2.25  0.19
41 H -4.93 -3.57 -0.89  0.35
42 H 0.04 2.74 2.73  0.19
43 H -3.23 -0.62 1.08  0.40
44 H 1.16 3.01 -3.53  0.50
45 H -4.57 -0.86 -0.06  0.41
46 H -0.59 3.90 0.44  0.27
47 H 3.10 4.46 1.39  0.50
48 H -4.00 -5.02 -0.48  0.46
49 H -1.42 2.95 -0.80  0.32
50 H -4.01 -1.79 -2.44  0.37
51 H 2.95 2.01 1.80  0.21
52 H -3.21 -4.26 1.68  0.48
53 H 1.44 3.98 1.67  0.28
54 H 2.00 4.33 0.03  0.24
55 H -1.61 2.14 2.84  0.48
56 H -4.28 -2.85 1.52  0.35
57 H 4.81 2.82 0.42  0.44
58 H -0.26 1.01 2.92  0.28
59 H 2.16 3.33 -2.12  0.26
60 H -0.29 0.95 -3.71  0.54
61 H -2.22 3.29 0.73  0.50
62 H 4.27 1.29 -0.27  0.21
63 H -1.37 0.93 0.68  -1.48
64 H -3.64 -4.14 -1.97  0.36
65 H -2.38 -2.40 -2.75  0.32
66 H -2.65 -0.66 -2.56  0.38

Output
**Frontier orbital gap (spin up / spin down)**: 0.15783 / 0.15781 Ha
**Net charge**: +1
**E_tot**: -4236.078287 hartree
**F_max**: 0.01762 Eh/bohr

---

(2)
Computed, not measured: a structure of composition C21H33BeCl2N4O3, with ωB97M-V/def2-TZVPD.

Each line ends with the Mulliken charge.
Atoms and positions in Å:
1 Cl 1.87 -0.05 0.29  -0.48
2 Cl -0.91 -1.86 -0.51  -0.02
3 O -0.80 1.29 -1.25  -2.09
4 O 1.81 2.19 -2.11  -0.80
5 O -2.18 -2.27 2.47  -0.34
6 N -2.81 1.93 -2.14  1.88
7 N 4.00 2.88 -2.39  0.97
8 N -0.28 1.74 1.27  0.02
9 N -0.42 3.41 2.65  -0.19
10 C -1.56 2.64 2.85  -1.84
11 C 0.70 -1.04 -2.44  0.49
12 C -2.36 -4.36 3.70  0.87
13 C -1.64 -6.30 5.61  -0.53
14 C 0.49 -1.99 -1.49  0.22
15 C 1.38 -3.16 -1.18  -1.33
16 C -2.56 -6.61 4.59  -0.34
17 C -2.67 -3.38 2.62  -0.47
18 C 0.35 2.82 1.73  2.30
19 C 1.72 3.23 1.42  -2.25
20 C 1.62 -1.12 -3.61  -1.29
21 C -2.32 2.28 -3.48  -1.55
22 C -1.41 1.56 2.05  1.27
23 C 5.41 2.52 -2.44  -1.03
24 C -2.08 1.31 -1.22  3.22
25 C -2.93 -5.65 3.64  -0.61
26 C -1.48 -4.02 4.74  -0.58
27 C -4.27 2.01 -1.96  -2.13
28 C 3.04 1.98 -2.08  -1.02
29 C -1.12 -5.00 5.68  -0.21
30 C 3.64 4.19 -2.93  -1.36
31 Be 0.27 0.99 -0.08  -2.36
32 H 3.44 0.99 -1.78  0.21
33 H 2.57 4.36 -2.79  0.20
34 H 2.06 3.92 2.19  0.59
35 H -2.62 3.31 -3.70  0.55
36 H -4.79 1.33 -2.65  0.54
37 H 5.55 1.56 -1.92  0.22
38 H -3.65 -5.88 2.84  0.27
39 H 5.78 2.42 -3.48  0.37
40 H 1.04 -0.86 -4.51  0.31
41 H -3.45 -3.74 1.91  0.21
42 H -0.20 4.30 3.08  0.81
43 H 4.23 4.95 -2.40  0.37
44 H 2.36 2.34 1.39  0.33
45 H -1.95 0.63 2.04  0.36
46 H -2.63 0.82 -0.39  0.07
47 H -1.33 -7.06 6.34  0.33
48 H 1.74 3.69 0.43  0.13
49 H 2.45 -0.40 -3.52  -0.01
50 H -4.53 1.73 -0.93  0.07
51 H -0.42 -4.73 6.47  0.36
52 H -4.61 3.03 -2.17  0.57
53 H -2.98 -7.62 4.53  0.35
54 H 3.90 4.25 -3.99  0.36
55 H -2.36 2.94 3.49  0.66
56 H -2.82 1.67 -4.25  0.50
57 H 6.02 3.28 -1.94  0.31
58 H 0.74 -4.03 -0.97  0.41
59 H -1.08 -3.00 4.80  0.27
60 H 2.06 -2.98 -0.33  0.21
61 H 2.03 -2.13 -3.75  0.51
62 H 0.18 -0.09 -2.39  0.07
63 H 2.00 -3.31 -2.08  0.27
64 H -1.23 2.18 -3.57  -0.20

Output
**Frontier orbital gap (spin up / spin down)**: 0.06046 / 0.06003 Ha
**Net charge**: -1
**E_tot**: -2199.861998 hartree
**F_max**: 0.04777 Eh/bohr

---

(3)
Computed, not measured: a cluster of 9 separate species, C21H33Br4F2N5O10 in total, with ωB97M-V/def2-TZVPD.

Each line ends with the Mulliken charge.
Atoms and positions in Å:
1 Br -2.00 -4.62 -8.20  -0.17
2 Br -3.01 3.54 5.57  -0.13
3 Br -1.95 -4.95 -3.55  -0.18
4 Br -2.44 6.59 9.19  -0.17
5 F 0.94 3.92 1.42  -0.29
6 F 3.10 -5.86 3.14  -0.29
7 O -5.39 -0.04 -0.01  -0.51
8 O 4.08 -5.33 -4.81  -0.51
9 O 0.46 0.30 -8.34  -0.51
10 O 3.58 5.88 5.27  -0.52
11 O -5.60 6.97 -3.68  -0.51
12 O -3.55 6.42 -3.57  -0.51
13 O 4.42 -3.51 -3.69  -0.52
14 O 3.86 8.04 5.16  -0.52
15 O -4.80 -1.36 -1.60  -0.52
16 O -0.54 1.98 -7.44  -0.50
17 N 4.30 -4.70 -3.79  0.85
18 N -4.72 6.14 -3.75  0.82
19 N 4.03 6.90 4.78  0.89
20 N -4.77 -0.96 -0.41  0.85
21 N 0.30 1.53 -8.16  0.83
22 C -3.88 -1.59 0.62  -0.69
23 C 0.86 1.25 -1.05  -0.35
24 C 1.45 -5.37 6.36  -0.26
25 C 2.31 -6.07 4.22  0.39
26 C 1.19 2.81 0.78  0.33
27 C 1.62 0.26 -0.47  -0.54
28 C 1.63 -7.22 4.34  -0.38
29 C -1.53 -4.37 -5.42  -0.61
30 C 0.83 -7.47 5.49  -0.29
31 C -2.13 4.86 6.66  -0.45
32 C -2.67 -4.71 -6.31  -0.56
33 C 1.24 2.46 -8.78  -0.71
34 C 4.72 6.70 3.53  -0.70
35 C 2.15 0.51 0.78  -0.29
36 C -5.06 4.65 -3.88  -0.61
37 C 0.72 2.54 -0.48  -0.36
38 C 0.77 -6.57 6.55  -0.48
39 C 4.37 -5.57 -2.48  -0.66
40 C 2.12 -5.10 5.18  -0.44
41 C 1.92 1.77 1.41  -0.38
42 C -3.06 5.14 7.93  -0.64
43 H -2.97 -5.74 -6.17  0.36
44 H 1.69 -0.77 -0.80  0.39
45 H -4.51 4.30 -4.76  0.25
46 H 1.23 3.31 -8.10  0.31
47 H 0.29 -8.39 5.68  0.32
48 H 0.27 -6.87 7.46  0.38
49 H 2.71 -0.30 1.22  0.37
50 H -2.84 -1.37 0.35  0.27
51 H -3.56 -4.10 -6.14  0.39
52 H 0.11 3.20 -1.07  0.38
53 H -6.14 4.57 -4.03  0.29
54 H 5.23 -6.23 -2.57  0.27
55 H -1.16 4.43 6.88  0.33
56 H -4.27 -2.61 0.62  0.28
57 H 4.53 -4.78 -1.75  0.30
58 H 1.79 -8.07 3.69  0.35
59 H -4.01 5.54 7.59  0.34
60 H 0.80 2.78 -9.72  0.28
61 H 1.38 -4.59 7.11  0.34
62 H 2.28 2.13 -8.89  0.29
63 H 4.52 7.57 2.91  0.30
64 H 0.37 0.98 -1.97  0.37
65 H 3.41 -6.06 -2.34  0.27
66 H 2.69 -4.19 5.12  0.36
67 H -4.79 4.14 -2.95  0.27
68 H -1.91 5.72 6.03  0.34
69 H -1.41 -3.29 -5.34  0.35
70 H 5.78 6.67 3.78  0.28
71 H -0.62 -4.87 -5.76  0.42
72 H 2.45 2.04 2.31  0.37
73 H -4.21 -1.13 1.55  0.32
74 H -3.36 4.34 8.60  0.39
75 H 4.37 5.80 3.02  0.27

Output
**Structure (SMILES)**: C[N+](=O)[O-].C[N+](=O)[O-].C[N+](=O)[O-].C[N+](=O)[O-].C[N+](=O)[O-].Fc1ccccc1.Fc1ccccc1.BrCCBr.BrCCBr
**Frontier orbital gap**: 0.34706 Ha
**Net charge**: 0
**E_tot**: -12341.383903 hartree
**F_max**: 0.07645 Eh/bohr

---

Calculated relative energy (zero: lowest compared OMol25 entry of this formula, charge and spin), 52.27, 92.85, 53.86 kcal/mol (same order as the records).